[1]
89
Properties=species:S:1:pos:R:3:forces:R:3 method="wB97M-V/def2-TZVPD" energy_ha=-1658.6121 spin_multiplicity=2
C -2.1366 2.9168 2.1213 1.7 -0.5 0.2
C -1.2232 3.6455 1.0473 -1.2 0.9 -0.1
C -1.5024 3.2166 -0.4430 0.2 -1.1 0.2
C -0.3702 2.2678 -1.0614 -1.4 0.7 0.1
C -0.7758 1.9444 -2.5693 1.9 0.0 1.3
C 0.2836 1.3636 -3.3758 -1.9 0.0 -2.8
C -0.0480 1.0929 -4.7866 -2.1 1.5 3.0
C -1.4218 1.4719 -5.1228 0.4 -0.4 -0.3
C -2.3889 2.0136 -4.1952 2.2 -0.8 -0.7
N -2.0452 2.2485 -2.8994 0.7 -0.8 -1.7
C 1.0294 2.9972 -0.9637 0.7 -1.2 0.1
C 2.1357 2.0985 -0.2580 1.6 2.2 -0.5
C 3.5326 2.6559 -0.8070 -0.3 -0.6 0.1
C 2.2032 2.3115 1.3093 0.1 0.5 -0.3
N 2.0889 0.6646 -0.6555 0.1 0.5 3.0
O 3.1227 0.0626 -0.1302 -0.4 -0.1 -1.3
C 0.8215 -0.0143 -0.2798 -1.5 -2.2 -0.3
C 0.8826 -0.7435 1.1329 -0.9 0.0 -0.5
C 0.6287 -1.2176 -1.3270 0.9 -0.4 1.0
C -0.4649 0.9063 -0.2567 0.5 -0.2 -0.6
H -3.0780 2.4877 1.7039 0.6 0.6 0.3
H -1.5128 2.0609 2.5438 -1.1 0.9 -0.4
H -2.2936 3.6309 2.9664 -0.2 -0.7 -0.7
H -1.4885 4.7380 1.1183 0.4 -1.0 -0.1
H -0.1609 3.5718 1.3745 -0.8 0.0 -0.4
H -1.6836 4.0726 -1.1388 0.3 -0.5 0.7
H -2.4600 2.6222 -0.4268 0.9 0.6 -0.2
H 1.3112 1.1491 -3.0084 -1.1 0.3 0.0
H 0.6719 0.6672 -5.5119 -0.7 0.4 0.5
H -1.7503 1.3304 -6.1824 0.3 0.1 1.0
H -3.4063 2.2596 -4.5826 0.9 -0.2 0.7
H 1.4662 3.2609 -1.9686 -0.8 -0.3 0.8
H 1.0108 3.9555 -0.3859 -0.3 -0.8 -0.5
H 3.7828 2.1446 -1.7739 -0.3 0.6 0.7
H 3.4380 3.7571 -0.9826 0.3 -0.9 0.3
H 4.3614 2.4032 -0.0919 -0.8 0.5 -0.7
H 3.0763 1.7681 1.7640 -1.1 0.2 -0.5
H 2.4428 3.4064 1.4485 -0.4 -1.0 -0.1
H 1.2471 2.0938 1.8410 0.8 0.1 -0.3
H 0.9214 -0.0302 1.9906 0.3 -0.5 -0.7
H 1.6511 -1.5499 1.1640 -0.4 0.9 0.1
H -0.1128 -1.2714 1.2148 1.0 0.5 -0.1
H 1.0934 -2.1194 -0.8331 -0.5 0.8 -0.7
H -0.4427 -1.4800 -1.4904 0.8 0.4 -0.1
H 1.2154 -1.0421 -2.2592 -0.8 -0.1 0.5
H -0.7769 1.0223 0.8120 0.4 0.4 -0.9
H -1.2865 0.3090 -0.7453 0.7 0.6 0.6
C -4.2093 -1.2250 -3.0987 0.3 0.2 -0.1
O -3.7180 -1.3300 -4.4279 0.0 0.0 -0.1
H -5.0530 -1.9030 -2.9795 0.1 0.0 -0.1
H -3.4216 -1.5014 -2.3922 -0.1 0.0 0.2
H -4.5403 -0.2006 -2.9075 -0.1 0.0 0.2
H -2.9734 -0.7200 -4.5027 -0.1 -0.1 -0.1
C 0.5234 -3.6254 3.9603 0.2 -0.2 -0.3
O 0.2370 -3.5476 2.5679 -0.1 -0.1 0.3
H 0.0319 -2.7938 4.4648 0.0 0.0 -0.1
H 0.1459 -4.5672 4.3673 0.0 0.1 0.2
H 1.6018 -3.5589 4.1228 0.0 0.0 0.2
H 0.6820 -4.2914 2.1429 0.0 0.2 -0.2
C -0.6588 1.1956 5.4742 0.0 -0.3 -0.1
O -0.1658 0.9261 4.1677 0.1 -0.1 0.0
H -0.6835 2.2741 5.6211 0.0 0.0 -0.1
H -1.6698 0.7940 5.5811 0.0 0.1 0.2
H -0.0004 0.7446 6.2212 -0.1 0.1 0.1
H -0.1529 -0.0318 4.0596 0.0 0.1 -0.1
C -1.3536 6.9759 3.2731 0.3 -0.1 0.2
O -0.6945 5.7158 3.2444 0.1 0.0 0.1
H -2.1452 6.9712 2.5252 0.1 -0.1 0.0
H -1.7917 7.1455 4.2601 -0.1 0.2 -0.1
H -0.6434 7.7736 3.0411 -0.2 0.1 0.0
H 0.0001 5.7412 3.9117 -0.1 -0.1 -0.1
C -3.2365 -2.6573 1.8499 0.3 -0.2 0.2
O -2.5823 -3.9162 1.8183 -0.2 -0.1 0.1
H -4.0315 -2.6583 1.1054 0.1 -0.1 0.0
H -3.6705 -2.4861 2.8394 -0.1 0.2 -0.1
H -2.5237 -1.8607 1.6152 -0.1 0.2 0.0
H -1.8823 -3.8907 2.4848 0.1 0.0 -0.4
C 1.8936 -4.8472 -1.7163 -0.2 -0.3 0.1
O 1.3868 -4.8334 -0.3837 0.0 0.0 0.2
H 2.6457 -4.0659 -1.8150 -0.1 0.0 0.1
H 2.3510 -5.8159 -1.9300 0.1 0.1 -0.1
H 1.0795 -4.6558 -2.4207 0.1 0.1 -0.1
H 0.7249 -5.5313 -0.3242 0.1 0.1 0.0
C 4.8436 -7.8919 -3.4252 -0.2 0.1 -0.2
O 3.4659 -7.8081 -3.0803 -0.1 0.0 0.0
H 5.3847 -8.3330 -2.5901 -0.1 0.0 0.0
H 4.9687 -8.5225 -4.3090 0.2 0.0 0.0
H 5.2396 -6.8928 -3.6239 0.2 -0.1 0.0
H 3.0078 -7.4161 -3.8319 0.0 -0.1 0.1

***

[2]
79
Properties=species:S:1:pos:R:3:forces:R:3 method="wB97M-V/def2-TZVPD" energy_ha=-3285.7794 charge=-1
Pt -0.2725 0.5040 1.1071 -0.3 1.0 -0.1
C 6.4632 1.1002 0.9939 0.0 0.0 0.0
C 6.6108 -0.1409 0.1615 0.0 0.0 0.0
C 7.6252 -0.2888 -0.7668 0.0 0.0 0.0
C 7.7181 -1.4468 -1.5265 0.0 0.0 0.0
Cl 9.0100 -1.5988 -2.6980 0.0 0.0 0.0
C 6.8084 -2.4701 -1.3721 0.0 0.0 0.0
C 5.7844 -2.3413 -0.4398 0.0 0.0 0.1
C 5.6817 -1.1819 0.3201 0.0 0.0 0.0
O 4.7300 -0.9504 1.2492 0.0 -0.1 0.0
C 3.6171 -1.8257 1.3285 -0.1 0.0 -0.1
C 2.3932 -1.0638 1.8314 -0.4 0.0 0.0
O 1.4953 -1.7766 2.3809 0.0 -0.1 0.0
O 2.2981 0.1445 1.5988 0.5 0.1 0.1
H 7.1890 1.8563 0.6938 0.0 0.0 0.0
H 6.6069 0.8758 2.0527 0.0 0.0 0.0
H 5.4554 1.5084 0.8984 0.0 0.0 0.0
H 8.3467 0.5060 -0.9097 0.0 0.0 0.0
H 6.8872 -3.3672 -1.9705 0.0 0.0 0.0
H 5.0782 -3.1507 -0.3225 0.0 0.0 -0.1
H 3.8317 -2.6831 1.9703 0.0 0.0 0.0
H 3.3535 -2.2038 0.3365 0.0 0.0 0.0
N -2.4232 -0.9266 1.1872 -0.2 -0.4 0.4
C -3.4541 -1.0770 0.6876 0.2 -0.1 -0.4
N -4.6130 -1.2342 0.0684 -0.1 0.1 0.2
C -5.1760 -0.1958 -0.7817 0.0 0.0 0.0
C -6.6694 -0.1236 -0.5148 0.0 0.0 0.0
O -7.2803 -1.3917 -0.6910 0.0 0.0 0.0
C -6.7379 -2.3561 0.1995 0.0 0.0 0.0
C -5.2515 -2.5392 -0.0444 0.0 0.0 -0.1
H -5.0019 -0.4425 -1.8355 0.0 0.0 0.0
H -4.6906 0.7530 -0.5581 0.0 0.0 0.0
H -7.1548 0.5554 -1.2149 0.0 0.0 0.0
H -6.8406 0.2338 0.5091 0.0 0.0 0.0
H -7.2778 -3.2849 0.0209 0.0 0.0 0.0
H -6.9042 -2.0363 1.2366 0.0 0.0 0.0
H -5.0901 -2.9427 -1.0499 0.0 0.0 0.0
H -4.8083 -3.2224 0.6772 0.0 0.0 0.0
C 0.4427 3.9032 5.4798 0.0 0.0 0.0
C -0.7083 2.9350 5.7171 0.0 0.0 0.0
N -0.3277 1.5417 5.5368 0.1 0.0 0.0
C -0.1830 0.9536 4.3205 -0.1 0.1 -0.1
S -0.8270 1.7589 2.9418 0.1 -0.2 0.1
N 0.4091 -0.2215 4.2604 0.0 0.1 0.0
C 0.9826 -0.9271 5.3912 0.0 0.0 0.0
C -0.0649 -1.6213 6.2556 0.0 0.0 0.0
H 0.1244 4.9296 5.6702 0.0 0.0 0.0
H 0.7861 3.8322 4.4481 0.0 0.0 0.0
H 1.2814 3.6785 6.1419 0.0 0.0 0.0
H -1.5301 3.1460 5.0357 0.0 0.0 0.0
H -1.0930 3.0322 6.7341 0.0 0.0 0.0
H 0.2342 1.1487 6.2751 0.0 0.0 0.0
H 0.6576 -0.6541 3.3426 0.0 -0.1 0.0
H 1.6085 -0.2543 5.9914 0.0 0.0 0.0
H 1.6529 -1.6653 4.9538 0.0 0.0 0.0
H -0.7915 -0.9146 6.6588 0.0 0.0 0.0
H 0.4143 -2.1386 7.0886 0.0 0.0 0.0
H -0.6052 -2.3544 5.6575 0.0 0.0 0.0
Cl 2.4410 3.5032 0.4602 0.0 0.0 0.0
C 1.8267 2.7989 -1.0127 0.0 0.0 0.0
C 2.6910 2.7334 -2.0945 0.0 0.0 0.0
C 2.2534 2.1943 -3.2928 0.0 0.0 0.0
C 0.9485 1.7305 -3.3935 0.0 0.0 0.0
C 0.1068 1.7947 -2.2986 -0.1 0.0 -0.1
C 0.5175 2.3201 -1.0718 0.1 0.1 0.1
C -0.3877 2.3164 0.1057 0.2 -0.4 0.1
H 3.7026 3.1000 -1.9849 0.0 0.0 0.0
H 2.9291 2.1311 -4.1358 0.0 0.0 0.0
H 0.5940 1.2982 -4.3208 0.0 0.0 0.0
H -0.8972 1.3922 -2.3663 0.0 0.0 0.0
H -1.4322 2.4372 -0.1828 0.0 0.0 -0.1
H -0.0961 3.0753 0.8247 -0.1 0.2 -0.1
N 0.1049 -0.6226 -0.5249 0.1 -0.4 0.1
C 0.3290 -1.7064 -0.8753 -0.1 0.2 -0.2
C 0.5092 -2.9886 -1.3670 0.0 -0.1 0.0
C -0.6394 -3.7810 -1.6051 0.0 0.0 0.0
N -1.5946 -4.4022 -1.7981 0.0 0.0 0.0
C 1.8104 -3.5076 -1.5573 -0.1 0.0 0.0
N 2.8748 -3.9319 -1.7064 0.0 0.0 0.0